C68H78N8OP3RbSi2 | ωB97M-V/def2-TZVPD

Structure (XYZ):
```
161
Properties=species:S:1:pos:R:3:forces:R:3:lowdin_charge:R:1
Rb -0.44317 -0.04454 -0.48231 -0.39 -0.37 -0.39 0.609
C -0.10937 3.63443 1.60956 0.03 -0.05 0.05 -0.288
C -1.52661 3.24199 1.16957 -0.07 0.08 0.11 -0.360
P -2.14790 1.77490 2.09418 0.17 -0.13 0.01 1.063
C -3.82344 1.51277 1.39423 -0.19 -0.01 0.20 -0.353
C -4.04906 1.53823 0.01881 0.08 -0.05 -0.11 -0.075
C -5.29911 1.20581 -0.50294 0.12 0.04 0.04 -0.056
C -6.34046 0.85282 0.34323 0.05 -0.03 -0.02 -0.097
C -6.12329 0.80582 1.71687 0.01 -0.01 0.00 -0.104
C -4.87398 1.11909 2.23260 -0.07 0.07 -0.05 -0.119
C -2.53980 2.51189 3.73504 -0.01 0.07 0.06 -0.369
C -1.78324 2.09224 4.82930 -0.03 0.04 0.01 -0.122
C -2.03204 2.59970 6.10344 0.04 0.01 -0.08 -0.110
C -3.04259 3.53002 6.29517 -0.01 0.01 -0.03 -0.112
C -3.80055 3.96218 5.20951 0.03 -0.04 -0.03 -0.093
C -3.54690 3.45919 3.94122 0.03 -0.02 0.01 -0.091
C 0.97482 2.57307 1.31349 -0.24 0.12 0.03 -0.385
P 1.68836 1.81330 2.84976 -0.02 -0.02 0.04 1.046
C 3.15043 0.95174 2.24636 0.09 -0.08 -0.11 -0.419
C 4.31739 0.93755 2.98905 0.08 0.00 0.00 -0.203
C 5.49292 0.29922 2.56164 -0.08 0.03 -0.02 -0.169
C 5.52947 -0.09222 1.19708 -0.09 0.02 -0.04 -0.170
C 4.39304 -0.14138 0.44727 0.02 -0.02 0.11 -0.093
C 3.04610 -0.09051 1.14513 0.00 -0.14 -0.03 -0.279
C 2.40710 3.37281 3.54347 0.01 0.05 0.03 -0.373
C 3.45345 4.05438 2.91755 0.00 -0.01 0.00 -0.088
C 3.91845 5.25933 3.42283 -0.02 -0.02 0.00 -0.095
C 3.34901 5.80523 4.57139 0.00 -0.04 -0.04 -0.118
C 2.31567 5.13632 5.20859 -0.02 -0.08 -0.04 -0.106
C 1.85282 3.92590 4.69502 0.01 0.05 0.00 -0.113
H -0.12878 3.87968 2.67664 0.00 -0.01 0.03 0.078
H 0.15860 4.56434 1.10535 0.01 0.03 -0.03 0.100
H -1.52784 2.95955 0.11739 0.01 -0.06 -0.11 0.034
H -2.21135 4.08896 1.26619 -0.04 0.05 0.02 0.090
H -3.25104 1.76890 -0.68572 -0.06 -0.03 0.02 0.060
H -5.42856 1.20789 -1.57908 0.01 0.00 -0.02 0.104
H -7.30879 0.59174 -0.06766 0.00 0.01 0.01 0.095
H -6.92344 0.51598 2.39269 0.05 0.01 -0.03 0.096
H -4.72245 1.07341 3.30136 -0.03 0.01 -0.04 0.067
H -0.98628 1.37264 4.66927 -0.02 0.01 0.01 0.076
H -1.43210 2.26407 6.94196 -0.02 0.01 -0.02 0.100
H -3.24037 3.92248 7.28632 0.00 -0.01 -0.02 0.093
H -4.58945 4.69212 5.35322 0.02 -0.02 0.00 0.095
H -4.14662 3.78457 3.09647 0.02 0.00 0.06 0.112
H 1.78436 2.96868 0.69938 0.01 0.05 -0.01 0.075
H 0.52416 1.77684 0.72624 0.27 0.19 0.15 -0.051
H 4.36286 1.51438 3.91178 -0.01 0.00 0.00 0.092
H 6.40000 0.36571 3.15110 -0.03 0.00 -0.02 0.052
H 6.49031 -0.26080 0.71272 0.00 0.01 0.02 0.080
H 4.42197 -0.29273 -0.62629 0.00 0.00 0.08 0.064
H 2.30994 0.15677 0.37583 0.02 0.24 0.13 0.064
H 3.90636 3.60618 2.03795 -0.01 0.03 0.04 0.108
H 4.73043 5.77662 2.92261 -0.02 -0.01 0.02 0.093
H 3.71412 6.74669 4.96493 0.00 0.00 0.00 0.087
H 1.86555 5.55225 6.10379 0.01 -0.01 -0.03 0.091
H 1.03967 3.40346 5.19030 0.02 0.01 -0.02 0.081
C -1.50335 3.60742 -4.73211 -0.05 0.01 -0.16 -0.195
Si -1.83157 3.18224 -2.89630 -0.15 -0.08 0.14 0.337
C -3.28965 4.32296 -2.39804 -0.08 0.14 0.03 -0.184
C -0.37484 3.93633 -1.93213 0.16 0.02 -0.06 -0.180
N -2.02599 1.53709 -2.55363 0.11 0.08 -0.19 -0.150
C -2.98909 0.82841 -3.26519 -0.07 -0.07 0.08 -0.355
C -3.96664 1.46950 -4.05411 -0.03 0.08 -0.10 -0.118
C -4.92835 0.81484 -4.83689 0.14 0.09 0.08 -0.169
C -4.93548 -0.56279 -4.85379 0.11 -0.12 0.12 -0.170
C -4.01055 -1.24832 -4.05736 0.02 0.00 0.03 -0.093
C -3.06101 -0.63204 -3.20852 0.01 -0.07 0.02 -0.345
N -2.24523 -1.35617 -2.36799 -0.04 0.15 -0.16 -0.162
Si -2.17715 -3.03472 -2.29790 0.01 0.05 0.08 0.313
C -3.83093 -3.99671 -2.13041 -0.10 -0.02 0.02 -0.205
C -1.15277 -3.52736 -0.79168 0.12 -0.13 0.10 -0.174
C -1.32653 -3.91378 -3.75878 0.02 -0.04 -0.15 -0.179
H -2.43122 3.85657 -5.25916 0.10 -0.03 0.05 0.013
H -1.04919 2.76091 -5.26065 -0.06 0.12 0.06 0.016
H -0.83060 4.47231 -4.81303 -0.06 -0.08 -0.02 0.010
H -3.37874 5.16671 -3.09676 -0.01 -0.04 0.10 0.017
H -3.13899 4.73783 -1.39429 -0.01 -0.03 -0.05 0.006
H -4.24714 3.79237 -2.39205 0.10 0.06 0.01 0.010
H -0.72469 4.58215 -1.12232 0.00 -0.02 -0.04 0.014
H 0.22714 4.56988 -2.59836 -0.01 -0.11 0.07 0.020
H 0.27415 3.17324 -1.49310 0.02 0.03 -0.06 0.000
H -3.98736 2.55947 -4.06807 0.04 -0.26 -0.04 0.053
H -5.63620 1.39558 -5.42063 0.01 -0.01 0.00 0.071
H -5.64402 -1.12030 -5.46073 0.02 0.03 0.02 0.072
H -4.04136 -2.33728 -4.07715 0.02 0.13 0.02 0.063
H -3.75487 -4.76714 -1.35037 -0.02 0.06 -0.07 0.009
H -4.07589 -4.50636 -3.06931 -0.01 0.02 0.06 0.011
H -4.67205 -3.33556 -1.89439 0.10 -0.05 0.01 0.015
H -1.53359 -3.07558 0.12842 0.05 -0.08 -0.09 -0.006
H -0.10879 -3.21007 -0.90148 -0.14 -0.04 0.01 -0.002
H -1.14722 -4.61805 -0.65027 -0.01 0.11 -0.05 0.031
H -1.64036 -3.46714 -4.71196 0.03 -0.07 0.11 0.022
H -1.59765 -4.97859 -3.77652 0.05 0.10 -0.01 0.013
H -0.23370 -3.84306 -3.70011 -0.13 0.01 -0.01 0.006
C 2.10926 -3.00455 3.48883 0.02 0.01 -0.02 -0.105
C 2.01096 -4.07431 2.61254 0.02 0.07 -0.01 -0.103
C 2.24476 -3.85636 1.26112 0.00 0.06 0.02 -0.040
C 2.56294 -2.58666 0.78418 -0.04 -0.02 0.00 -0.118
C 2.65723 -1.49450 1.66138 0.04 -0.05 0.02 -0.093
C 2.42666 -1.73739 3.01369 0.09 0.00 0.00 -0.045
C 2.79418 -2.47273 -0.69101 0.08 -0.04 0.06 -0.236
C 3.96358 -3.06806 -1.25459 -0.04 0.04 0.17 -0.001
C 4.13004 -3.06342 -2.59885 0.05 -0.01 -0.09 -0.014
C 3.13618 -2.47854 -3.42366 -0.03 -0.03 -0.03 -0.186
C 3.21456 -2.44687 -4.83576 0.01 -0.01 0.03 -0.061
C 2.20819 -1.88210 -5.57101 -0.07 0.04 -0.03 -0.088
C 1.07447 -1.33459 -4.92828 0.12 0.07 -0.07 -0.072
C 0.98536 -1.33506 -3.56451 -0.15 -0.08 0.10 -0.035
C 2.01936 -1.90451 -2.78465 -0.06 -0.02 0.08 -0.219
N 1.87520 -1.90906 -1.42361 -0.09 0.04 -0.04 0.160
H 1.93957 -3.15147 4.55101 0.01 0.00 -0.03 0.095
H 1.75363 -5.06494 2.97070 0.00 0.02 -0.02 0.090
H 2.16072 -4.67758 0.55696 -0.01 0.01 0.00 0.114
H 2.51911 -0.90074 3.69644 -0.02 -0.05 -0.01 0.093
H 4.69925 -3.48788 -0.58233 0.02 -0.01 -0.02 0.120
H 5.01146 -3.49855 -3.05715 0.02 -0.01 0.00 0.110
H 4.08145 -2.88307 -5.32094 0.00 0.00 -0.01 0.104
H 2.26891 -1.86988 -6.65340 0.00 0.00 0.02 0.095
H 0.26028 -0.92052 -5.51410 0.05 -0.03 0.04 0.118
H 0.07890 -0.98584 -3.07279 0.02 0.06 -0.10 0.068
C -4.19104 -2.19413 0.90928 0.03 -0.01 -0.01 0.020
C -3.07660 -2.23486 1.89224 0.04 0.13 0.38 -0.365
N -2.02467 -1.46002 1.92255 0.12 -0.17 -0.16 0.070
C -1.22942 -1.90158 2.96196 0.08 0.11 -0.11 -0.127
C -1.81417 -2.95545 3.58438 -0.20 0.14 0.05 -0.068
N -3.01347 -3.15513 2.91309 0.00 -0.16 -0.11 -0.040
C -4.05268 -4.04756 3.30415 -0.11 0.32 0.11 -0.064
N -5.14372 -3.33991 3.99722 0.39 -0.04 -0.15 -0.044
N -6.33428 -3.94735 4.07849 0.04 -0.24 -0.15 0.033
N -7.15180 -3.21806 4.73547 -0.19 0.10 0.16 0.054
C -6.49024 -2.07376 5.11332 -0.12 -0.01 0.02 -0.250
C -6.95450 -0.96368 5.82720 -0.07 0.06 0.04 -0.031
C -6.06653 0.05814 6.04443 0.07 0.03 -0.01 -0.081
C -4.73839 -0.00791 5.56028 -0.06 0.17 0.17 -0.080
C -4.26925 -1.08392 4.85421 -0.06 -0.23 -0.06 0.008
C -5.18080 -2.13490 4.64218 0.16 0.05 -0.04 -0.142
H -3.95778 -1.46833 0.12927 0.03 0.01 0.04 0.085
H -5.13696 -1.91572 1.38146 0.02 0.02 0.00 0.081
H -4.31181 -3.16676 0.42630 -0.01 0.02 0.02 0.067
H -0.27845 -1.43341 3.18109 -0.12 -0.07 -0.05 0.094
H -1.52063 -3.56672 4.42444 -0.03 0.06 -0.09 0.116
H -3.63011 -4.79857 3.96323 0.02 -0.11 0.12 0.132
H -4.49996 -4.53643 2.44608 -0.07 -0.05 -0.12 0.131
H -7.97880 -0.92484 6.17567 0.03 0.00 -0.01 0.106
H -6.37905 0.94508 6.58047 -0.01 0.00 0.01 0.098
H -4.07634 0.83649 5.72789 -0.06 -0.08 0.00 0.086
H -3.26214 -1.09820 4.46641 0.10 -0.01 -0.03 0.095
C 4.00374 0.92573 -3.33409 0.07 -0.18 -0.10 -0.156
P 2.61114 1.89226 -2.72827 -0.15 -0.11 0.11 0.553
C 1.55235 2.14642 -4.16979 -0.09 -0.03 -0.11 -0.164
C 3.35142 3.47893 -2.29075 0.03 0.09 -0.01 -0.170
O 1.88515 1.28606 -1.57929 0.06 -0.07 -0.07 -0.431
H 4.51904 1.47350 -4.12793 -0.01 -0.02 0.03 0.055
H 3.64775 -0.03163 -3.73295 0.08 0.25 0.09 0.032
H 4.69047 0.74335 -2.50639 0.01 -0.02 -0.03 0.044
H 1.47124 3.20016 -4.43341 -0.01 0.02 -0.01 0.046
H 0.55551 1.77810 -3.90154 0.08 0.01 0.00 0.033
H 1.91644 1.57930 -5.03183 -0.03 0.07 0.11 0.050
H 3.85072 3.94631 -3.14415 -0.03 -0.04 0.05 0.049
H 4.07385 3.30011 -1.49078 -0.03 0.00 -0.02 0.054
H 2.56592 4.13789 -1.91860 0.01 0.00 -0.01 0.037
```
Positions in Å, forces in eV/Å.

For the energy relative to the best compared isomer or geometry (same formula, charge and spin), the calculation gives 0.0 kcal per mole. The value obtained for the total energy is -4778.6341 Eh. The total charge is -2. The spin multiplicity is 1. Its LUMO energy is 3.41 eV. Its HOMO energy is -0.66 eV. As for the HOMO-LUMO gap: 0.149 hartree.